[1]
Formula: C29H18ClN4O6Tc
Source: the Open Molecules 2025 dataset
Level of theory: ωB97M-V/def2-TZVPD

The value obtained for the HOMO-LUMO gap (spin up / spin down) is 0.1930 / 0.1750 Eh. The value obtained for the highest occupied orbital energy (spin up / spin down) is -10.60 / -10.60 eV. The energy above the lowest of the compared OMol25 structures with the same formula, charge and spin comes out at 0.004 eV. The LUMO energy (spin up / spin down) is -5.351 / -5.835 eV. Its charge is +1. Its multiplicity is 2.

Last column: natural (NBO) charge in e.
Cartesian coordinates (Å):
Tc (0.0985, 0.0995, -0.6409)  1.444
O (-0.6011, 6.7687, 0.6344)  -0.698
C (0.2770, 6.3322, -0.1184)  0.727
O (1.1343, 6.8404, -0.8473)  -0.693
C (0.3067, 4.7685, -0.1532)  0.045
C (1.2361, 4.1044, -0.9512)  -0.216
C (1.2367, 2.7275, -0.9630)  0.259
N (0.3077, 2.0628, -0.2499)  -0.428
C (-0.4762, 2.6750, 0.6527)  0.162
C (-0.5295, 4.0452, 0.7020)  -0.191
C (-0.9570, 1.6984, 1.6423)  0.199
C (-1.7135, 2.0228, 2.7503)  -0.207
C (-1.9067, 1.0618, 3.7317)  -0.104
C (-1.3114, -0.1811, 3.5854)  -0.243
C (-0.5947, -0.4496, 2.4337)  0.099
N (-0.4425, 0.4546, 1.4597)  -0.454
C (2.2527, 1.8264, -1.5385)  0.170
C (3.3485, 2.2494, -2.2614)  -0.193
C (4.2935, 1.3088, -2.6473)  -0.100
C (4.1182, -0.0218, -2.3016)  -0.230
C (2.9881, -0.3829, -1.5931)  0.096
N (2.0818, 0.5216, -1.2151)  -0.425
H (1.9417, 4.7218, -1.4943)  0.282
H (-1.1398, 4.6208, 1.3881)  0.282
H (-2.1133, 3.0219, 2.8524)  0.258
H (-2.4889, 1.2937, 4.6133)  0.249
H (-1.3938, -0.9421, 4.3477)  0.254
H (-0.1224, -1.4079, 2.2943)  0.230
H (3.4627, 3.2941, -2.5126)  0.255
H (5.1612, 1.6176, -3.2143)  0.248
H (4.8360, -0.7769, -2.5862)  0.250
H (2.7740, -1.4070, -1.3198)  0.235
O (-1.4860, 0.4439, -4.2820)  -0.459
C (-1.3729, 0.3169, -3.1096)  0.758
O (-0.1590, 0.3111, -2.4820)  -0.605
C (-2.4870, 0.1484, -2.1320)  0.082
C (-3.8048, 0.1412, -2.5293)  -0.175
C (-4.7756, -0.0584, -1.5592)  -0.119
C (-4.3726, -0.2635, -0.2509)  -0.209
C (-3.0241, -0.2516, 0.0608)  0.091
N (-2.0876, -0.0265, -0.8647)  -0.431
H (-4.0375, 0.2865, -3.5747)  0.266
H (-5.8243, -0.0646, -1.8222)  0.248
H (-5.0917, -0.4441, 0.5351)  0.246
H (-2.6905, -0.4533, 1.0653)  0.223
Cl (2.7481, -7.5893, 2.1252)  0.053
C (1.9436, -6.1590, 1.5975)  -0.004
C (0.5661, -6.1788, 1.4163)  -0.234
C (-0.0743, -5.0291, 0.9968)  -0.144
C (0.6564, -3.8679, 0.7503)  -0.150
C (2.0377, -3.8650, 0.9339)  -0.174
C (2.6852, -5.0089, 1.3633)  -0.228
C (-0.0786, -2.6591, 0.3197)  0.767
O (-1.2838, -2.5590, 0.3273)  -0.614
O (0.7211, -1.6494, -0.0918)  -0.695
H (0.0127, -7.0878, 1.6044)  0.243
H (-1.1457, -5.0185, 0.8507)  0.241
H (2.6057, -2.9628, 0.7538)  0.224
H (3.7548, -5.0198, 1.5176)  0.239

Atoms 1-3, force components in eV/Å:
-0.077 0.276 -0.050
0.013 0.012 -0.003
-0.008 -0.017 -0.010


[2]
Formula: C18H45CrCs2N3O4P
Source: the Open Molecules 2025 dataset
Level of theory: ωB97M-V/def2-TZVPD

The value obtained for the HOMO-LUMO gap (spin up / spin down) is 0.1747 / 0.1889 Eh. The value obtained for the highest occupied orbital energy (spin up / spin down) is -11.69 / -11.69 eV. The energy above the lowest of the compared OMol25 structures with the same formula, charge and spin comes out at 0.280 eV. The LUMO energy (spin up / spin down) is -6.933 / -6.548 eV. Its charge is +2. Its multiplicity is 4.

Last column: Löwdin charge in e.
Cartesian coordinates (Å):
Cr (-0.8028, -1.2779, 2.9441)  1.096
Cs (4.0559, 3.1495, 2.3368)  1.022
Cs (-0.2250, 0.7947, 6.6920)  1.071
P (0.9830, 0.1700, 2.5512)  0.100
O (1.1421, -1.3790, 2.4506)  -0.304
O (0.1614, 0.1337, 3.9032)  -0.607
O (-0.3577, 0.1975, 1.7167)  -0.332
O (2.1781, 1.0391, 2.4457)  -0.469
C (-3.2052, 6.0378, -0.6188)  -0.073
C (-2.5471, 5.2188, 0.5080)  -0.257
N (-1.1548, 4.8760, 0.3244)  -0.205
C (-0.9148, 3.9080, -0.7427)  -0.223
C (-1.5156, 2.5373, -0.4395)  -0.078
C (-0.2541, 6.0038, 0.3854)  -0.269
C (1.1418, 5.6877, 0.8984)  -0.099
H (-2.6767, 6.9984, -0.6711)  0.069
H (-4.2543, 6.2499, -0.4371)  0.075
H (-3.0413, 5.6264, -1.6173)  0.065
H (-2.6378, 5.8576, 1.3928)  0.111
H (-3.1564, 4.3369, 0.7165)  0.101
H (-1.3092, 4.2925, -1.6917)  0.110
H (0.1697, 3.8287, -0.8480)  0.102
H (-2.2813, 2.3039, -1.1824)  0.083
H (-0.7837, 1.7338, -0.4040)  0.025
H (-2.0199, 2.4950, 0.5284)  0.067
H (-0.6926, 6.7076, 1.1064)  0.118
H (-0.2420, 6.6538, -0.5039)  0.127
H (1.7643, 5.2318, 0.1249)  0.061
H (1.1568, 5.1131, 1.8253)  0.056
H (1.5718, 6.6579, 1.1682)  0.078
C (1.8764, -3.9707, -2.1193)  -0.073
C (2.2224, -2.5666, -1.6329)  -0.256
N (2.3569, -1.6033, -2.7128)  -0.192
C (3.4152, -1.8979, -3.6731)  -0.246
C (4.8561, -1.9261, -3.1561)  -0.078
C (2.4019, -0.2195, -2.2780)  -0.254
C (1.1546, 0.2362, -1.5462)  -0.091
H (2.7463, -4.4344, -2.5812)  0.071
H (1.0505, -3.9784, -2.8322)  0.085
H (1.5649, -4.5961, -1.2795)  0.055
H (1.4618, -2.2030, -0.9431)  0.073
H (3.1735, -2.6556, -1.0792)  0.114
H (3.2626, -2.8958, -4.0955)  0.106
H (3.2421, -1.2355, -4.5230)  0.118
H (5.4861, -2.3387, -3.9446)  0.079
H (5.2550, -0.9812, -2.7909)  0.064
H (4.9358, -2.6597, -2.3483)  0.064
H (2.4705, 0.3902, -3.1835)  0.122
H (3.3184, -0.0057, -1.6990)  0.114
H (0.9391, -0.2966, -0.6159)  0.035
H (0.2525, 0.0402, -2.1362)  0.089
H (1.1956, 1.3120, -1.3758)  0.067
C (0.4039, -4.2685, 1.7829)  -0.067
C (-0.5749, -3.4538, 0.9575)  -0.234
N (-1.6550, -2.7334, 1.6904)  -0.256
C (-2.3595, -3.7184, 2.6094)  -0.223
C (-3.2610, -4.7657, 1.9750)  -0.050
C (-2.6404, -2.2377, 0.6971)  -0.228
C (-2.1841, -1.1426, -0.2545)  -0.056
H (1.2873, -4.4715, 1.1776)  0.088
H (0.0258, -5.2411, 2.1012)  0.086
H (0.7828, -3.7599, 2.6751)  0.069
H (-0.0321, -2.7262, 0.3548)  0.088
H (-0.9796, -4.1308, 0.1969)  0.139
H (-1.5836, -4.2427, 3.1650)  0.105
H (-2.9160, -3.1279, 3.3531)  0.118
H (-4.0626, -4.4286, 1.3276)  0.080
H (-2.6295, -5.3971, 1.3403)  0.091
H (-3.6405, -5.4116, 2.7634)  0.096
H (-3.5653, -1.8977, 1.1812)  0.136
H (-3.0538, -3.0502, 0.0945)  0.120
H (-1.1950, -1.2635, -0.6920)  0.063
H (-2.1367, -0.1725, 0.2386)  0.048
H (-2.9213, -1.0565, -1.0514)  0.101

Atoms 1-3, force components in eV/Å:
2.061 1.026 -2.180
0.014 0.036 -0.171
0.076 0.123 0.082